Entry from the Open Molecules 2025 dataset: a structure of composition C95H205AsF6N9O6 in a non-equilibrium geometry (wB97M-V/def2-TZVPD).

The geometry in XYZ format:
```
322
Properties=species:S:1:pos:R:3:forces:R:3
C 16.517283 11.326704 25.122704 2.76 -0.73 -0.42
C 17.353362 12.543650 24.630814 1.77 -1.65 0.45
C 16.829889 13.270627 23.450118 -1.44 2.16 -0.92
C 17.290910 12.668995 22.097878 1.16 -0.68 1.23
N 16.639018 13.032235 20.812115 0.48 -0.18 0.16
C 15.223492 12.678307 20.818966 -1.31 -0.15 -0.84
C 14.824459 12.446670 19.357139 0.32 1.76 -0.50
C 16.157251 12.178420 18.589647 -0.15 0.90 -0.43
C 17.234761 12.211208 19.646701 -0.61 -0.34 1.00
C 16.828899 14.470188 20.642339 1.92 1.02 -0.36
H 17.047211 10.853075 25.977874 -0.18 0.21 -0.56
H 16.484314 10.533241 24.328756 -0.40 0.76 0.70
H 15.581509 11.592218 25.521019 -1.47 0.41 0.02
H 18.379899 12.219009 24.314026 -0.60 -0.29 0.51
H 17.613651 13.242484 25.431775 -0.55 -0.09 0.06
H 17.083550 14.343673 23.605989 -0.14 -0.61 -0.80
H 15.723593 13.230670 23.518529 0.29 0.09 -0.37
H 17.124679 11.624929 22.244326 -0.28 -1.01 -0.28
H 18.383141 12.709678 21.930347 -0.41 0.54 0.21
H 14.603818 13.467191 21.242427 0.28 -0.08 0.37
H 15.099246 11.757316 21.355892 0.03 -0.32 0.54
H 14.337944 13.415923 18.990565 0.42 -1.64 0.15
H 14.156598 11.606166 19.326396 -0.50 -0.10 -0.34
H 16.370852 12.959882 17.851628 -0.35 -0.10 0.05
H 16.179634 11.233557 18.049900 -0.11 0.00 0.13
H 18.181134 12.670048 19.407635 0.25 -0.08 -0.24
H 17.346995 11.182938 20.002598 0.38 0.32 0.35
H 16.515754 14.987437 21.521214 -0.33 0.30 0.75
H 16.365241 14.942679 19.795194 -0.46 -0.47 -0.65
H 17.925844 14.664250 20.558841 -0.76 -0.19 0.01
C 16.134151 25.770218 16.119337 -1.92 -1.39 0.06
C 17.546351 26.247049 16.142614 -0.08 1.29 0.56
C 17.526468 27.688347 16.849065 1.07 -1.20 -0.68
C 18.934132 28.236903 17.126959 -0.10 1.54 -0.89
N 18.959160 29.547318 17.937628 -0.06 -0.89 0.90
C 20.396324 29.989095 18.195895 -0.78 0.44 -0.46
C 20.278987 30.900507 19.419754 0.45 0.04 0.10
C 19.014710 30.467915 20.200883 -0.02 -0.31 -0.79
C 18.491630 29.308913 19.353512 0.47 -0.83 0.02
C 18.183368 30.609955 17.282784 0.44 0.75 -0.60
H 15.329461 26.412505 15.714675 0.81 0.33 -0.05
H 15.802114 25.570225 17.146538 0.03 -0.24 -0.11
H 16.023021 24.835235 15.519726 0.23 0.41 0.56
H 17.849282 26.293214 15.101107 0.62 0.40 0.00
H 18.149148 25.479685 16.661911 -0.02 0.67 -0.09
H 17.051361 27.605447 17.819318 -0.37 -0.32 0.11
H 16.911790 28.309799 16.189896 0.29 0.18 0.20
H 19.466026 28.603643 16.229545 -0.21 -0.88 0.04
H 19.539966 27.533574 17.685374 -0.04 -0.14 -0.08
H 20.734482 30.552712 17.308563 0.14 -0.63 0.36
H 20.946220 29.069007 18.382430 0.23 0.19 -0.17
H 20.304379 31.926382 19.058139 -0.29 0.13 0.41
H 21.134822 30.766331 20.074486 0.24 0.13 -0.18
H 18.255437 31.233574 20.301265 0.11 0.32 0.16
H 19.315204 30.089338 21.177932 -0.30 0.17 0.02
H 17.417415 29.105713 19.352857 0.25 0.10 0.13
H 19.061598 28.403060 19.622362 -0.79 0.17 0.12
H 17.138491 30.334984 17.220891 -0.10 -0.13 0.01
H 18.601666 30.731798 16.255629 -0.41 0.20 0.80
H 18.269383 31.533224 17.886955 0.03 -0.42 -0.56
C 13.896809 25.452726 19.468581 0.01 -0.18 -0.31
C 15.122589 25.023271 20.310909 0.00 0.14 -0.54
C 14.964145 25.386057 21.768137 1.68 -0.33 1.19
C 16.365980 25.044168 22.571741 -3.69 1.08 1.75
N 16.641840 26.239897 23.607903 -0.73 -1.46 -1.51
C 17.457023 25.716364 24.758634 1.66 0.74 -1.37
C 16.578517 25.516054 25.913992 -2.11 1.13 0.00
C 15.589898 26.710338 25.753483 1.27 0.13 -0.18
C 15.339727 26.799763 24.264179 1.10 0.17 -0.47
C 17.386171 27.208142 22.731455 -1.58 0.25 0.18
H 13.915995 24.944548 18.481952 0.18 0.73 0.33
H 13.874563 26.562098 19.383593 0.19 -0.73 -0.34
H 12.901657 25.214634 19.857951 0.21 -0.29 0.49
H 15.977373 25.626490 19.962357 -0.12 -0.45 -0.06
H 15.459185 23.973056 20.174380 -0.54 0.40 0.00
H 14.070620 24.962667 22.272062 0.56 0.00 -0.32
H 14.841948 26.480837 21.773758 -0.04 -0.30 0.26
H 17.163617 25.093033 21.904231 1.42 -0.19 -1.27
H 16.380992 24.091666 23.159456 -0.34 0.81 -0.56
H 18.119240 26.572553 24.959972 0.37 -0.68 0.14
H 17.975811 24.827373 24.368852 0.25 0.51 0.41
H 17.063639 25.611838 26.861536 0.44 -0.36 0.49
H 15.979501 24.633698 25.838310 -0.07 -0.97 0.15
H 16.116380 27.594721 26.119851 -0.37 0.14 0.04
H 14.666821 26.567570 26.271014 -0.49 0.05 0.52
H 15.114782 27.822561 23.879542 0.16 -0.95 0.19
H 14.612168 26.067305 23.975360 -0.68 0.13 -0.08
H 18.280799 26.757875 22.321823 0.30 0.13 0.32
H 17.450069 28.118659 23.294071 0.79 0.51 0.28
H 16.723762 27.432853 21.885301 0.27 -0.19 0.11
C 9.434108 17.015367 23.394759 0.82 -0.36 0.54
C 8.776424 17.635457 22.178649 -0.58 0.67 0.91
C 9.302508 19.098330 22.061353 -0.17 -0.86 -0.33
C 8.940928 19.644896 20.712365 -0.05 0.34 -1.08
N 9.324474 21.077070 20.344729 -1.06 -1.06 1.24
C 8.554788 21.482732 19.105966 0.73 -1.90 -0.83
C 9.374721 22.535476 18.429987 0.53 0.86 1.16
C 10.780962 22.448864 19.129665 0.40 0.32 -0.89
C 10.750963 21.156460 19.970873 -0.03 0.05 -1.90
C 8.948084 21.944444 21.473229 0.62 0.22 1.32
H 9.314407 17.662289 24.291498 -0.08 -0.45 -0.51
H 10.523455 16.877766 23.248682 -0.32 0.24 -0.07
H 9.074285 16.010422 23.623102 -0.28 0.20 0.03
H 7.702456 17.680395 22.373373 -0.07 0.13 0.01
H 8.827245 17.008173 21.295869 0.64 0.12 -0.34
H 10.369456 19.078696 22.305345 0.08 0.22 -0.44
H 8.814928 19.677328 22.826605 -0.18 0.15 0.46
H 7.884293 19.666248 20.520865 -0.77 -0.33 0.53
H 9.322930 19.038767 19.897146 0.36 -0.16 -0.02
H 7.558921 21.751774 19.344343 -0.88 0.36 0.58
H 8.481607 20.558697 18.488382 0.16 0.58 0.35
H 8.909192 23.504224 18.560277 0.11 0.33 0.28
H 9.377722 22.414735 17.371147 0.37 -0.42 -0.75
H 11.044486 23.358167 19.697733 -0.42 -0.49 0.03
H 11.546843 22.404010 18.353247 0.12 -0.21 0.16
H 11.464113 21.103087 20.794069 -0.43 0.03 0.13
H 10.854734 20.248474 19.311555 0.43 1.00 0.53
H 7.924269 21.814473 21.804634 -0.27 -0.28 -0.44
H 9.088526 22.980171 21.228980 0.16 0.45 -0.24
H 9.569038 21.684593 22.346178 -0.07 0.23 -0.47
C 18.605833 14.927531 27.441420 -0.09 0.42 0.21
C 17.161499 14.966682 27.920146 0.21 2.65 1.07
C 16.417173 16.362799 27.723710 -0.12 -0.23 0.74
C 16.011133 16.725525 26.299746 0.59 0.82 0.49
N 15.385039 18.107072 26.245033 -0.38 -0.31 -1.97
C 14.066500 18.336002 26.898733 -0.35 -1.30 1.50
C 13.045414 17.487726 26.110545 -0.40 0.70 1.72
C 13.454631 17.796370 24.736285 0.15 0.21 -2.49
C 14.903265 18.253689 24.762394 0.52 0.53 0.86
C 16.359172 19.193148 26.543908 0.26 0.03 0.62
H 19.055294 13.956101 27.692353 0.08 0.47 -0.06
H 19.175270 15.774349 27.852205 0.01 -0.49 0.27
H 18.664940 15.083884 26.373396 -0.02 -0.20 -0.53
H 17.125870 14.823403 29.012806 0.05 -0.29 -0.45
H 16.599651 14.214480 27.451056 -0.93 -1.13 -0.55
H 16.956014 17.223331 28.206194 0.14 -0.97 -0.64
H 15.497231 16.351935 28.339955 0.22 -0.40 -0.30
H 15.288939 16.055585 25.828041 0.24 -0.15 0.20
H 16.853734 16.901761 25.614922 -0.13 -0.66 0.29
H 13.878718 19.404384 26.776664 -0.20 -0.14 0.20
H 14.108260 18.046645 27.960321 0.06 0.43 -0.31
H 12.019304 17.793192 26.357965 0.32 0.08 -0.09
H 13.068786 16.432877 26.341994 0.39 -0.28 0.23
H 12.903021 18.635574 24.327554 -0.41 0.19 0.03
H 13.297021 17.001387 24.001265 0.13 -0.15 0.29
H 14.991661 19.324502 24.704324 -0.22 0.45 -0.84
H 15.564992 17.779233 24.044086 0.31 -0.13 0.24
H 16.717096 19.175115 27.587413 -0.38 -0.17 -0.49
H 15.836718 20.117929 26.369161 -0.19 0.44 0.11
H 17.203941 19.173855 25.860670 -0.01 -0.46 -0.15
C 22.934443 17.051387 10.627480 0.30 -1.46 -0.41
C 22.160805 18.309095 10.398446 1.82 2.31 0.53
C 20.760131 18.284289 10.895761 -2.64 -0.68 0.05
C 20.462176 18.105136 12.407387 2.20 0.58 -0.73
N 19.055480 18.062128 12.823840 -0.74 -0.62 -0.78
C 18.954054 17.687271 14.245175 -0.44 0.29 1.16
C 19.273890 16.198519 14.333573 0.45 0.79 -2.09
C 18.749017 15.647041 12.921251 1.47 0.41 0.90
C 18.275288 16.897879 12.166970 0.52 0.35 1.56
C 18.282461 19.335949 12.603765 1.06 0.39 -0.76
C 18.643339 20.631599 13.343589 -0.64 0.05 0.96
C 17.484536 21.562272 12.919425 2.69 2.09 0.21
H 23.062715 16.784809 11.682518 -0.16 0.15 -0.08
H 23.941007 17.049672 10.198694 -0.14 0.40 0.07
H 22.445701 16.203461 10.119487 -0.03 0.10 0.27
H 22.209451 18.665397 9.359007 -0.42 -0.64 0.05
H 22.717477 19.140852 10.872300 -0.20 -0.23 0.22
H 20.354221 17.389371 10.377474 -0.40 0.47 0.19
H 20.156955 19.160442 10.599482 0.55 -0.25 -0.42
H 20.930367 18.896317 12.993587 -0.03 0.16 -0.05
H 20.962659 17.201881 12.720555 -0.17 -0.40 0.27
H 17.862628 17.837968 14.442251 0.96 0.19 0.56
H 19.649625 18.346347 14.815371 -0.84 -0.44 -0.17
H 18.721281 15.755521 15.139923 0.28 -0.32 0.54
H 20.382312 16.110973 14.350999 -0.90 -0.53 0.61
H 17.968018 14.925421 13.123908 -0.19 -0.07 -0.48
H 19.623085 15.160047 12.463452 -0.64 0.00 -0.22
H 17.299802 17.140492 12.548148 -0.81 -0.21 -0.46
H 18.339766 16.952958 11.094774 0.07 -0.15 -0.27
H 17.248964 19.090086 12.841587 -0.03 0.02 -0.02
H 18.399144 19.544997 11.532580 -0.40 -0.14 0.16
H 19.614267 21.132820 13.166022 -0.44 -0.71 -0.47
H 18.624097 20.528648 14.431502 -0.03 -0.33 -0.11
H 17.449027 21.476655 11.851344 -0.84 0.20 -0.66
H 17.788438 22.623028 13.134024 -0.04 -0.80 -0.33
H 16.571048 21.508938 13.444007 -1.17 -0.99 0.36
C 19.860582 19.230772 28.097564 0.85 -1.09 -0.42
C 20.627530 18.279168 27.044329 0.03 2.32 0.53
C 21.568543 19.092574 26.070317 -0.12 -0.66 0.41
C 20.708258 19.923676 25.142507 -0.26 0.72 -1.21
N 21.356937 20.887423 24.140114 1.15 0.16 1.28
C 20.347153 21.567954 23.266981 0.72 0.64 0.45
C 21.193386 22.122644 22.086326 -0.65 -0.90 1.15
C 22.375486 21.158155 21.951550 -0.44 -0.06 0.83
C 22.221569 20.179912 23.126404 -0.87 -0.14 -0.79
C 22.234996 21.879691 24.919090 0.13 -0.54 0.04
C 21.513595 22.721150 25.988715 0.01 0.24 -0.38
C 21.887447 24.223222 25.927182 -0.33 -0.42 0.83
H 19.563691 20.212139 27.709733 0.23 -0.18 -0.05
H 20.571345 19.356382 28.930638 -0.44 0.29 -0.25
H 18.951427 18.778972 28.526047 0.39 -0.11 -0.25
H 19.957618 17.722544 26.400012 -0.27 -0.29 0.11
H 21.264692 17.623466 27.634983 -0.19 -0.26 -0.20
H 22.138245 18.354291 25.536627 0.06 -0.54 -0.73
H 22.393995 19.608609 26.573405 -0.66 0.48 0.36
H 20.016527 20.535029 25.704848 -0.08 0.22 0.22
H 20.084492 19.369137 24.444494 -0.14 -0.82 0.44
H 19.890888 22.358624 23.850243 -0.16 0.19 0.05
H 19.570600 20.835219 23.074333 0.03 -0.18 -0.52
H 21.531656 23.120283 22.340835 -0.25 0.20 -0.36
H 20.559326 22.104209 21.229155 -0.12 0.61 -0.71
H 23.303859 21.699283 22.043982 0.36 0.00 -0.32
H 22.301990 20.634454 21.015118 0.41 -0.21 -0.36
H 23.148915 19.816709 23.514781 0.48 -0.03 0.62
H 21.629686 19.314665 22.817390 0.03 -0.03 0.01
H 22.755392 22.507866 24.205560 -0.06 0.06 -0.23
H 22.971385 21.199489 25.353411 0.10 0.43 0.08
H 21.764933 22.340338 26.984967 -0.27 -0.07 -0.21
H 20.440304 22.600958 25.801972 0.04 0.12 0.44
H 21.419473 24.726983 25.091085 0.37 -0.03 -0.60
H 22.971460 24.328844 25.975140 -0.06 0.21 -0.39
H 21.502828 24.777682 26.794615 0.07 -0.43 0.02
C 9.877787 18.908314 16.439497 -0.85 -0.01 0.38
C 11.127142 18.287653 15.879130 -0.66 -1.31 -0.88
C 11.250312 18.219601 14.321308 0.56 1.64 0.76
C 11.263987 19.581175 13.631079 -0.51 0.50 0.69
N 12.595077 20.340668 13.579570 -1.53 -0.08 -0.84
C 13.069346 20.728224 14.903088 0.62 0.12 2.16
C 13.897928 22.041123 14.763996 0.82 -0.73 0.26
C 13.574397 22.535639 13.357456 -0.80 -0.02 -0.38
C 12.375906 21.636217 12.881633 0.88 2.16 1.44
C 13.689589 19.603719 12.844154 0.06 -0.07 1.10
C 13.254423 18.954493 11.574865 0.96 0.49 -1.30
C 14.575677 18.558542 10.805560 -1.21 0.46 0.06
H 9.672668 18.644341 17.493604 0.51 -0.02 -0.26
H 8.963413 18.599982 15.941475 -0.08 -0.03 -0.39
H 9.929987 19.984282 16.392729 -0.11 0.65 -0.03
H 11.075310 17.226601 16.043573 0.13 -0.61 0.90
H 11.964968 18.671770 16.441456 0.71 0.00 -0.42
H 10.433911 17.664666 13.831454 0.19 0.03 0.60
H 12.184136 17.719000 14.098782 0.15 -0.39 -0.14
H 10.504931 20.264809 14.132574 1.04 -0.63 -0.80
H 10.976118 19.401164 12.613031 -0.15 0.43 -0.57
H 13.658773 19.891307 15.326523 -0.30 0.51 -0.01
H 12.185329 20.894807 15.558641 0.46 -0.08 -0.52
H 15.000085 21.842635 14.910832 -1.17 0.06 -0.30
H 13.644902 22.752252 15.544016 -0.28 0.04 0.06
H 14.434890 22.417491 12.742028 0.64 -0.37 -0.71
H 13.348176 23.599190 13.222688 -0.29 -0.23 0.47
H 12.345825 21.557466 11.832343 -0.18 -0.44 -1.19
H 11.468352 22.142066 13.237197 -0.01 -0.62 -0.03
H 14.105591 18.892170 13.572019 0.06 0.17 -0.34
H 14.432666 20.387885 12.685082 0.17 -0.39 -0.14
H 12.704767 19.693961 10.941646 0.21 -0.78 0.35
H 12.628752 18.078150 11.771418 0.12 0.13 -0.22
H 14.281985 18.014372 9.914132 0.19 -0.08 -0.15
H 15.192134 17.917361 11.421245 0.19 -0.15 0.16
H 15.154662 19.449161 10.498337 -0.33 -0.37 0.23
C 13.209838 16.394729 20.305873 -0.42 0.12 -0.32
C 13.901614 17.582243 20.935911 0.58 0.00 0.02
C 15.139313 17.940894 20.115180 0.42 0.04 0.36
C 15.961051 18.966547 20.879772 -0.54 1.70 -1.52
N 16.845594 19.815702 19.947312 -0.73 0.67 0.76
C 17.751321 20.751189 20.736041 0.08 -0.46 0.62
C 18.155912 21.919297 19.859194 0.58 -1.40 -0.45
C 17.198444 21.817584 18.674348 -0.81 0.01 0.31
C 16.054207 20.854785 19.129758 0.86 -0.23 -0.88
C 17.669142 18.944697 19.072982 -0.80 -0.49 -1.26
C 18.496944 17.897288 19.762779 0.14 -0.15 1.39
C 19.044688 16.917972 18.744123 -0.82 0.83 -0.91
H 12.545700 15.906805 20.999272 -0.59 -0.06 0.27
H 13.975312 15.643025 20.104829 -0.08 0.01 -0.46
H 12.640018 16.670902 19.391111 0.56 -0.36 0.44
H 14.275225 17.284878 21.915710 -0.20 0.09 0.33
H 13.249882 18.480926 21.053173 0.31 -0.60 -0.08
H 14.803206 18.255514 19.128176 0.25 0.34 -0.17
H 15.803207 17.075979 19.951671 -0.52 -0.01 0.12
H 16.571696 18.611045 21.673101 0.56 -0.73 0.53
H 15.286232 19.689721 21.339549 -0.06 0.21 0.01
H 18.608974 20.172975 21.083801 -0.30 -0.01 0.19
H 17.176545 21.117407 21.576238 -0.25 -0.28 0.40
H 19.200301 21.714470 19.557693 -0.51 0.57 -0.25
H 18.146591 22.862589 20.380630 -0.03 0.18 0.11
H 17.776976 21.464311 17.824095 -0.53 0.02 -0.37
H 16.721474 22.769438 18.476763 0.18 0.30 -0.44
H 15.473355 20.412127 18.279056 0.58 -0.03 0.85
H 15.371201 21.373176 19.829728 0.37 -0.35 -0.21
H 18.302101 19.577773 18.470226 0.33 0.18 -0.08
H 16.976412 18.461874 18.341287 0.27 0.34 0.61
H 17.981794 17.392134 20.623333 -0.10 0.09 -1.02
H 19.332666 18.339207 20.303547 0.31 0.36 -0.22
H 19.631801 17.410137 17.954146 0.04 0.04 0.47
H 18.213061 16.451635 18.202662 0.11 -0.33 0.26
H 19.642364 16.215849 19.260007 0.69 -1.04 0.21
C 19.220004 16.440014 23.463385 0.01 -0.38 -0.09
C 17.932578 17.204324 23.430053 -2.63 0.35 0.09
O 16.892147 16.533327 23.042844 1.61 0.72 0.22
O 17.826391 18.413643 23.793376 0.94 -0.52 -0.23
H 20.117801 16.905572 23.828015 0.09 0.57 0.48
H 19.428195 16.188526 22.444327 0.20 -0.37 -0.82
H 19.058222 15.497058 23.978492 0.04 -0.09 0.12
C 20.632741 26.215595 19.919586 -0.01 -1.01 -0.03
C 19.308937 25.417205 20.191831 0.15 0.36 0.29
O 18.192322 25.965226 19.918666 0.76 -0.09 0.11
O 19.464659 24.291883 20.731973 -0.11 1.00 0.05
H 20.518828 27.107475 19.300201 -0.08 -0.02 0.42
H 21.299157 25.545639 19.356895 -0.12 0.12 0.20
H 21.158063 26.425886 20.873401 -0.41 0.07 -0.51
C 15.663641 16.521881 16.301220 -0.93 -0.10 2.11
C 15.260639 17.980272 16.072723 0.70 -1.02 0.99
O 14.554059 18.546172 16.955522 0.02 0.36 -0.65
O 15.802730 18.431092 15.051615 -0.48 1.31 -0.72
H 15.508398 15.970280 15.418308 -0.02 -0.74 -1.17
H 15.070697 16.043266 17.118145 0.36 0.33 -0.46
H 16.711560 16.477744 16.586785 0.19 0.05 -0.13
As 21.342131 20.741618 16.514277 -0.86 -0.13 -1.92
F 21.239868 21.623316 17.989504 0.19 0.35 0.11
F 22.404564 19.557453 17.114888 0.48 -0.35 1.17
F 21.279164 19.732060 15.082110 -0.25 -0.04 -0.60
F 20.224785 21.849229 15.641663 0.45 -0.50 1.14
F 22.648635 21.587709 15.869590 0.56 0.86 0.04
F 19.993168 19.802999 17.091307 -0.90 -0.21 0.33
```
Positions in Å, forces in eV/Å.

Summary:
- frontier orbital gap (Eh) = 0.2825
- net charge = +5
- energy (eV) = -204639.9127
- maximum force (eV/Å) = 4.2
- LUMO energy (eV) = -8.5